Density functional theory data (ωB97M-V/def2-TZVPD) for a gas-phase ion, C8H13N2 (charge +1) at a distorted geometry.

CARTESIAN COORDINATES (ANGSTROEM)
C  -1.985  2.288  -0.871
C  -0.868  1.772  0.013
C  -1.287  0.822  1.209
C  -0.523  -0.270  0.489
C  -0.082  0.597  -0.556
N  0.858  -0.361  -1.053
C  2.229  -0.176  -0.508
C  1.873  -1.084  0.662
N  0.488  -1.275  0.102
C  0.041  -2.635  -0.177
H  -2.600  1.470  -1.240
H  -1.573  2.821  -1.723
H  -2.610  2.970  -0.303
H  -0.223  2.590  0.339
H  -2.355  0.653  1.319
H  -0.866  1.111  2.171
H  2.456  0.859  -0.254
H  2.975  -0.567  -1.197
H  2.425  -2.020  0.700
H  1.860  -0.626  1.651
H  0.692  -3.364  0.304
H  -0.978  -2.780  0.179
H  0.053  -2.795  -1.256

Results
Lowest unoccupied orbital energy: -3.0 eV
Net charge: +1
SMILES: C[C@H]1CC2=C1N1CC[N@@+]21C
HOMO energy: -13.04 eV
Energy relative to the best compared isomer or geometry (same formula, charge and spin): 7.3322 eV
Kohn-Sham gap: 10.053 eV
E: -421.66745 Eh

Results of the natural (NBO) charge analysis, in e, for atoms 1 through 6: -0.61, -0.19, -0.38, 0.05, 0.17, -0.16